Density functional theory data (the ωB97M-V functional and the def2-TZVPD basis) for a structure of composition C4H5BrF3MnNO3.

Values from the calculation:
2S+1 ... 6
Energy ... -121354.013 eV
Kohn-Sham gap (spin up / spin down) ... 8.476 / 2.782 eV
Total charge ... +2

Each line ends with the Löwdin charge.
Positions of all 18 atoms, in Å:
1 O 2.932831 -1.128190 -1.093994  0.240
2 C 2.383791 -0.147649 -0.741886  -0.565
3 N 3.159598 0.928533 -0.054243  -0.282
4 Br 4.416275 0.511529 1.099815  1.198
5 O 1.139837 0.269813 -0.929931  0.042
6 C 0.033146 -0.506236 -0.351382  -0.031
7 C -1.058210 0.520855 -0.069293  -0.217
8 O -0.819553 1.189945 1.147587  0.037
9 C -2.463681 -0.107043 0.064574  -0.531
10 F -3.217087 0.196426 -0.957858  0.224
11 F -2.436972 -1.524665 0.081173  0.013
12 F -3.078719 0.200852 1.179668  0.203
13 H 3.399554 1.758873 -0.606982  0.129
14 H 0.354278 -0.955792 0.589688  0.155
15 H -0.251440 -1.267098 -1.075893  0.152
16 H -1.108922 1.238625 -0.893581  0.180
17 H -0.041351 1.752268 1.053411  0.119
18 Mn -3.343375 -2.931045 1.559126  0.934

Forces on atoms 1 to 6 (eV/Å):
O -0.2 0.1 0.5
C -0.4 -0.2 -0.6
N 0.6 -0.1 -0.5
Br 0.0 -0.1 0.1
O 0.3 0.3 0.8
C -0.1 -0.1 -0.5